Formula: C5H4ClF2O2
Source: OMol25
Level of theory: wB97M-V/def2-TZVPD

Properties
* maximum force: 0.099 hartree/bohr
* ΔE to the lowest compared entry with this formula, charge and spin: 26.3 kcal/mol
* Kohn-Sham gap (alpha / beta): 4.097 / 4.101 eV

Geometry as ORCA input:
```
! wB97M-V def2-TZVPD RIJCOSX def2/J DEFGRID3
* xyz 1 1
C 0.34184 0.35626 0.31028
C -1.34627 -2.92039 1.87044
C -1.88455 -1.72795 2.01157
C 1.28641 0.78435 -1.65016
C 0.76235 2.04619 -1.01311
O 0.87802 -0.23227 -0.72373
O 0.18568 1.59713 0.25069
F -2.53158 -1.03462 1.14608
F -1.90081 -1.19676 3.17386
Cl -0.53773 -4.22454 1.54470
H 0.92493 0.58617 -2.62778
H 2.36695 0.70828 -1.96527
H 1.48561 2.72182 -0.74586
H -0.03085 2.53635 -1.58171
*
```